The following is a DFT calculation (ωB97M-V with the def2-TZVPD basis set) of a molecular structure, C6H12Cl.

```
19
Properties=species:S:1:pos:R:3:lowdin_charge:R:1
H 1.465 -2.035 1.595 0.1176
C 0.933 1.361 1.866 -0.1868
H 2.304 0.007 0.669 0.1303
C 0.512 1.301 3.360 -0.1985
H -0.157 -1.492 1.188 0.1191
C 0.328 -1.202 3.269 -0.1985
H 1.221 -1.324 3.894 0.1093
H 0.830 0.139 0.020 -0.2742
H -1.285 0.186 3.004 0.1180
C 1.287 0.064 1.164 -0.2582
H 1.409 1.246 3.987 0.1093
C 0.744 -1.215 1.773 -0.1868
H -0.715 0.083 4.688 0.1082
H -0.003 2.236 3.630 0.1100
H 0.085 1.808 1.308 0.1191
C -0.394 0.097 3.642 -0.2122
H -0.318 -2.069 3.473 0.1100
H 1.767 2.078 1.744 0.1176
Cl 0.495 0.214 -1.374 0.2466
```

**HOMO (spin up / spin down)**: -8.9 / -10.7 eV
**Energy above the lowest of the compared OMol25 structures with the same formula, charge and spin**: 7.3 kcal per mole
**⟨S²⟩**: 0.755
**Frontier orbital gap (spin up / spin down)**: 9.9 / 9.0 eV
**Multiplicity**: 2